Computed, not measured: a 12-piece molecular cluster, H26NO11 overall in a non-equilibrium geometry, with ωB97M-V/def2-TZVPD.

Summary:
energy relative to the best compared isomer or geometry (same formula, charge and spin): 5.463 eV
max |F|: 12.14 eV/Å
total charge: +1

Atoms and positions in Å:
1 N 0.17736 -0.14164 -0.03258
2 H -0.22166 -1.12326 -0.39758
3 H 0.68961 -0.59992 0.75768
4 H -0.30985 0.62224 0.43125
5 H 0.63993 0.29782 -0.90221
6 O -0.30054 2.79253 2.28349
7 H -0.47031 3.84073 2.50895
8 H 0.22494 2.61976 3.17023
9 O -3.18001 -0.16541 0.65799
10 H -2.97448 -0.08206 -0.36116
11 H -3.78957 -1.03728 0.53087
12 O 1.58173 2.91584 -0.26256
13 H 2.46376 2.51939 -0.27635
14 H 1.42011 3.21403 0.55103
15 O 0.09352 0.50806 -3.66690
16 H 0.01181 -0.42306 -3.58571
17 H 0.87091 0.41411 -4.28637
18 O -1.04679 -1.90707 2.13399
19 H -1.91790 -2.22892 2.06560
20 H -0.59617 -2.57859 2.28048
21 O 3.13796 -0.48070 -0.67400
22 H 3.55138 0.37830 -0.96333
23 H 3.81720 -0.91698 0.01611
24 O 2.23512 0.10427 2.72388
25 H 1.76926 -0.34179 3.38623
26 H 2.91537 -0.50735 2.36073
27 O -2.48318 1.33544 2.55427
28 H -1.58547 1.63460 2.25462
29 H -2.61458 0.97791 1.76119
30 O -0.97082 -1.98599 -3.05708
31 H -1.90537 -2.24541 -3.27482
32 H -1.01749 -2.75671 -2.52101
33 O 0.13489 -3.35505 -1.07741
34 H -0.21863 -3.73147 -0.33268
35 H 0.96158 -3.84539 -1.22734
36 O -0.80958 2.14347 -1.77930
37 H -0.00373 2.27025 -1.29496
38 H -0.28031 1.86529 -2.45522

=====

Computed, not measured: a 12-piece molecular cluster, C63H60N12O6 overall in a non-equilibrium geometry, with ωB97M-V/def2-TZVPD.

Summary:
SMILES: O=[N+]([O-])c1ccccc1.O=[N+]([O-])c1ccccc1.O=[N+]([O-])c1ccccc1.c1ccncc1.c1ccncc1.c1ccncc1.c1ccncc1.c1ccncc1.c1ccncc1.c1ccncc1.c1ccncc1.c1ccncc1
max |F|: 3.49 eV/Å

Atoms and positions in Å:
1 O -15.62098 -6.43043 -0.95776
2 N -16.73560 -5.89899 -1.23713
3 O -16.87259 -4.68569 -1.14019
4 C -17.77376 -6.70033 -1.88570
5 C -18.95516 -6.19425 -2.50602
6 C -19.90461 -7.06991 -3.04662
7 C -19.74289 -8.39563 -2.93606
8 C -18.64452 -8.92884 -2.29420
9 C -17.65191 -8.09026 -1.80690
10 H -19.06175 -5.11958 -2.51698
11 H -20.81967 -6.67015 -3.45805
12 H -20.51988 -9.10529 -3.17910
13 H -18.67298 -9.96955 -2.00694
14 H -16.94871 -8.71415 -1.27524
15 O -26.41653 -6.71732 -10.57098
16 N -25.63673 -7.56803 -10.32519
17 O -25.45699 -8.57187 -10.99854
18 C -24.82097 -7.29054 -9.09359
19 C -24.66948 -5.94468 -8.59981
20 C -23.95210 -5.73782 -7.40956
21 C -23.17252 -6.77570 -6.89099
22 C -23.22863 -8.02682 -7.47972
23 C -24.09699 -8.31132 -8.53217
24 H -25.13429 -5.00964 -8.87557
25 H -23.91465 -4.70398 -7.09945
26 H -22.55097 -6.75534 -6.00801
27 H -22.87775 -8.88732 -6.92942
28 H -24.18084 -9.34239 -8.84244
29 O -18.06841 -8.36959 -7.52743
30 N -18.45913 -9.31611 -8.20653
31 O -19.66511 -9.70431 -8.22654
32 C -17.51323 -10.10872 -9.02551
33 C -18.01981 -11.22227 -9.72198
34 C -17.14881 -11.84631 -10.67342
35 C -15.82252 -11.43942 -10.79539
36 C -15.29462 -10.47867 -9.92609
37 C -16.20471 -9.75124 -9.13819
38 H -19.06022 -11.50076 -9.64200
39 H -17.66358 -12.52590 -11.33643
40 H -15.11705 -11.86717 -11.49233
41 H -14.29057 -10.09306 -10.02402
42 H -15.88243 -8.87414 -8.59670
43 C -21.61131 -14.20436 -8.12530
44 C -22.53757 -14.63508 -9.10492
45 C -23.01951 -13.68020 -10.04455
46 N -22.63886 -12.40510 -10.05119
47 C -21.76086 -12.01918 -9.10554
48 C -21.25143 -12.84251 -8.13567
49 H -21.34786 -14.96718 -7.40761
50 H -22.97679 -15.61907 -9.03241
51 H -23.77609 -13.97898 -10.75500
52 H -21.52792 -10.96462 -9.11358
53 H -20.50183 -12.48469 -7.44540
54 C -23.45819 -14.91410 0.71616
55 C -23.83051 -14.71688 -0.63973
56 C -24.65470 -13.58912 -0.88614
57 N -25.08752 -12.68720 0.01729
58 C -24.67451 -12.85576 1.25688
59 C -23.88460 -13.95728 1.69717
60 H -22.91190 -15.80414 0.99148
61 H -23.52375 -15.46883 -1.35169
62 H -24.88980 -13.39732 -1.92264
63 H -24.93434 -12.09641 1.97956
64 H -23.66917 -14.18234 2.73126
65 C -21.40709 -12.58021 3.76801
66 C -21.49318 -11.96152 2.54107
67 C -20.59413 -12.33583 1.57784
68 N -19.57293 -13.27998 1.71568
69 C -19.52988 -13.90949 2.93245
70 C -20.39142 -13.59816 3.95107
71 H -22.08543 -12.39649 4.58807
72 H -22.23123 -11.23101 2.24435
73 H -20.66155 -11.77034 0.66019
74 H -18.72213 -14.62503 2.97653
75 H -20.22346 -13.98048 4.94707
76 C -21.02171 -17.14110 -3.72524
77 C -19.94327 -17.86141 -4.14797
78 C -18.92844 -17.16683 -4.85968
79 N -18.93191 -15.86387 -5.04188
80 C -19.97265 -15.13168 -4.61430
81 C -21.06612 -15.72279 -3.90162
82 H -21.74028 -17.65733 -3.10591
83 H -19.97704 -18.89133 -3.82469
84 H -18.01329 -17.57260 -5.26497
85 H -20.02584 -14.07304 -4.82133
86 H -21.79253 -15.09836 -3.40281
87 C -21.21663 -11.14540 -4.82858
88 C -20.68695 -11.73570 -3.73274
89 C -21.54279 -12.45368 -2.87205
90 N -22.89632 -12.53598 -3.10576
91 C -23.40978 -11.87440 -4.12418
92 C -22.62851 -11.22436 -5.04324
93 H -20.66723 -10.56736 -5.55689
94 H -19.65220 -11.60017 -3.45466
95 H -21.08956 -12.91462 -2.00688
96 H -24.45729 -11.84530 -4.38545
97 H -23.05473 -10.71779 -5.89655
98 C -17.22037 -12.70352 -2.10002
99 C -15.95461 -12.21273 -2.33565
100 C -15.41893 -11.24188 -1.51586
101 N -16.01602 -10.91689 -0.36020
102 C -17.23518 -11.40170 -0.05522
103 C -17.90140 -12.28887 -0.93603
104 H -17.65854 -13.44062 -2.75660
105 H -15.51766 -12.44959 -3.29449
106 H -14.55505 -10.65707 -1.79535
107 H -17.63021 -11.14747 0.91727
108 H -18.80807 -12.81416 -0.67445
109 C -14.97559 -12.36223 -6.60290
110 C -15.58455 -11.27392 -5.97946
111 C -16.95688 -11.29635 -5.73024
112 N -17.78177 -12.30976 -6.13875
113 C -17.25572 -13.34557 -6.79567
114 C -15.83175 -13.40829 -7.04078
115 H -13.91025 -12.32615 -6.77659
116 H -14.92558 -10.43260 -5.82344
117 H -17.45450 -10.58286 -5.09016
118 H -17.86278 -14.16896 -7.14194
119 H -15.41914 -14.19604 -7.65364
120 C -27.91649 -10.17128 -8.01759
121 C -28.31191 -10.28571 -6.67672
122 C -27.47738 -10.94081 -5.76907
123 N -26.32850 -11.50497 -6.14084
124 C -26.02920 -11.51335 -7.52210
125 C -26.81504 -10.83796 -8.48872
126 H -28.57153 -9.55447 -8.61497
127 H -29.22281 -9.78967 -6.37569
128 H -27.72741 -11.03193 -4.72238
129 H -25.12398 -11.97446 -7.88868
130 H -26.53887 -10.89032 -9.53149
131 C -24.02481 -15.68052 -5.16401
132 C -24.39017 -16.72785 -4.28281
133 C -25.56568 -16.62825 -3.63129
134 N -26.45875 -15.63924 -3.91271
135 C -26.13853 -14.70212 -4.88704
136 C -24.93144 -14.71022 -5.53630
137 H -23.01056 -15.56777 -5.51755
138 H -23.70337 -17.53145 -4.06160
139 H -25.78528 -17.35942 -2.86738
140 H -26.89317 -13.95109 -5.06828
141 H -24.58571 -13.87449 -6.12658

=====

Computed, not measured: C4H4N2 as an isolated structure in a non-equilibrium geometry, with ωB97M-V/def2-TZVPD.

Summary:
energy relative to the best compared isomer or geometry (same formula, charge and spin): 7.083 eV
max |F|: 7.51 eV/Å

Atoms and positions in Å:
1 C 0.10718 -0.33832 1.68664
2 C -0.77066 0.71372 1.63541
3 C -0.28662 -0.18775 0.02945
4 C 0.89228 -0.38897 -0.83016
5 N -1.44293 1.52107 0.86779
6 N -1.12220 1.00296 -0.20952
7 H -1.09167 -0.94375 -0.24085
8 H 1.41716 -1.40924 -0.74881
9 H 1.63457 0.20105 -0.35099
10 H 0.66288 -0.17078 -1.83896

=====

Computed, not measured: a 2-piece molecular cluster, C4H8O2 overall, with ωB97M-V/def2-TZVPD.

Summary:
SMILES: C=C(C)O.C=O
energy relative to the best compared isomer or geometry (same formula, charge and spin): 1.981 eV
max |F|: 0.60 eV/Å

Atoms and positions in Å:
1 C -0.45474 -0.54987 -1.97260
2 C -0.01044 0.22663 -0.98468
3 C -0.83814 1.26887 -0.28489
4 O 1.29222 0.13376 -0.57950
5 H 0.20297 -1.26786 -2.45151
6 H -1.47175 -0.45537 -2.33559
7 H -0.44364 2.27005 -0.49535
8 H -1.87972 1.22797 -0.61125
9 H -0.80952 1.13269 0.80271
10 H 1.36631 0.48563 0.32402
11 C 0.76060 -1.13390 2.14547
12 O 0.97438 0.05651 2.20336
13 H 0.91861 -1.70486 1.21430
14 H 0.39287 -1.69026 3.02551

=====

Computed, not measured: C10H12N4O4Yb as an isolated structure in a non-equilibrium geometry, with ωB97M-V/def2-TZVPD.

Summary:
expectation value of S²: 0.759
max |F|: 15.40 eV/Å
multiplicity: 2
total charge: +3

Atoms and positions in Å:
1 O 0.03277 -3.12760 -0.00343
2 C 0.02116 -1.95270 0.00044
3 Yb -0.00068 -0.00712 0.29444
4 O -2.70567 -0.02755 -1.56152
5 C -1.67072 -0.01671 -0.97374
6 C 1.66890 0.01710 -0.97233
7 O 2.70569 0.02713 -1.56241
8 C -0.01963 1.95150 0.01085
9 O -0.03303 3.12906 -0.00137
10 C -0.41902 0.94847 2.88785
11 N -0.24842 -0.40119 2.24426
12 C -1.39856 -1.27961 2.67423
13 N -1.44237 -1.39886 4.16463
14 C -1.59748 -0.04433 4.76245
15 N -0.46335 0.84049 4.37517
16 C 0.81495 0.23266 4.84915
17 N 1.00220 -1.12147 4.25661
18 C 1.03536 -1.00554 2.76973
19 C -0.15470 -1.98453 4.64346
20 H -1.34882 1.40074 2.52890
21 H 0.42109 1.58927 2.61000
22 H -1.29440 -2.27198 2.23930
23 H -2.33338 -0.83266 2.31153
24 H -1.63364 -0.12704 5.85166
25 H -2.53627 0.40160 4.42215
26 H 1.65194 0.87381 4.56261
27 H 0.80168 0.15691 5.93838
28 H 1.19003 -1.99250 2.33869
29 H 1.87174 -0.35910 2.47280
30 H -0.18082 -2.08220 5.73070
31 H -0.02184 -2.98194 4.21510

=====

Computed, not measured: the molecule C4H7ClS2 in a non-equilibrium geometry, with ωB97M-V/def2-TZVPD.

Summary:
SMILES: CCSC(=S)CCl
energy relative to the best compared isomer or geometry (same formula, charge and spin): 2.291 eV
max |F|: 3.80 eV/Å

Atoms and positions in Å:
1 C 2.52022 -0.89522 -0.22334
2 C 1.28105 -0.03216 -0.22344
3 S -0.35738 -0.84508 0.04978
4 C -1.32568 0.45201 0.07943
5 S -0.79563 1.93257 -0.35738
6 C -2.80115 0.41976 0.60091
7 Cl -3.65430 -0.86394 -0.51383
8 H 2.56408 -1.69904 -1.04462
9 H 3.40847 -0.09810 -0.52150
10 H 2.95861 -1.39326 0.78009
11 H 1.39884 0.91190 0.45190
12 H 1.02708 0.61239 -1.13968
13 H -3.09039 -0.05756 1.72173
14 H -3.13382 1.55573 0.33994

=====

| no. | calculated total energy (Ha) |
| --- | --- |
| 1 | -897.59445 |
| 2 | -3544.73758 |
| 3 | -264.06614 |
| 4 | -307.63962 |
| 5 | -2065.45489 |
| 6 | -1413.08288 |